Computed, not measured: a 13-piece molecular cluster, C36H96BrF12N8O20S4 overall, with wB97M-V/def2-TZVPD.

For the electronic energy, the calculation gives -8736.17160 a.u. The strongest force on any atom is 4.798 eV/Å. The multiplicity is 1. Its HOMO energy is -12.45 eV. The value obtained for the orbital gap is 5.8 eV. The calculation puts the energy above the lowest of the compared OMol25 structures with the same formula, charge and spin at 0.0 kJ/mol. As for the total charge: +3.

Bonds (Å) are listed after each position.
CARTESIAN COORDINATES (ANGSTROEM)
1 C -2.8202 1.8661 9.3553  C2 1.649, H10 1.090, H11 1.090, H12 1.090
2 C -3.1564 1.2429 7.8661  C1 1.649, C3 1.603, N6 1.575, H13 1.090
3 C -2.6495 2.0884 6.6024  C2 1.603, O4 1.456, H14 1.090, H15 1.090
4 O -3.1901 1.4585 5.4063  C3 1.456, C5 1.419
5 C -2.9163 2.1498 4.1980  O4 1.419, H16 1.090, H17 1.090, H18 1.090
6 N -2.4290 -0.1534 7.8243  C2 1.575, H7 1.010, H8 1.010, H9 1.010
7 H -1.8511 -0.2560 7.0024  N6 1.010
8 H -1.8772 -0.4620 8.6119  N6 1.010
9 H -3.1474 -0.8619 7.7776  N6 1.010
10 H -3.2605 2.8591 9.4460  C1 1.090
11 H -1.7638 1.9014 9.6214  C1 1.090
12 H -3.1476 1.1058 10.0643  C1 1.090
13 H -4.2319 1.0717 7.8190  C2 1.090
14 H -1.5603 2.0696 6.6400  C3 1.090
15 H -2.9901 3.1062 6.7927  C3 1.090
16 H -3.3171 3.1634 4.2134  C5 1.090
17 H -3.3893 1.7310 3.3097  C5 1.090
18 H -1.8296 2.1176 4.1198  C5 1.090
19 C -1.1118 -0.1007 1.3800  C20 1.560, H28 1.090, H29 1.090, H30 1.090
20 C -0.8803 -0.0823 -0.1629  C19 1.560, C21 1.571, N24 1.510, H31 1.090
21 C -0.0856 1.2066 -0.5811  C20 1.571, O22 1.399, H32 1.090, H33 1.090
22 O 0.0061 1.3272 -1.9715  C21 1.399, C23 1.381
23 C 1.2365 1.5084 -2.5728  O22 1.381, H34 1.090, H35 1.090, H36 1.090
24 N -0.2198 -1.3911 -0.5258  C20 1.510, H25 1.010, H26 1.010, H27 1.010
25 H -0.7968 -2.1830 -0.2808  N24 1.010
26 H -0.0905 -1.4167 -1.5272  N24 1.010
27 H 0.7130 -1.5452 -0.1705  N24 1.010
28 H -1.9102 0.5754 1.6858  C19 1.090
29 H -0.2054 0.0480 1.9669  C19 1.090
30 H -1.4945 -1.0772 1.6769  C19 1.090
31 H -1.8117 -0.1429 -0.7258  C20 1.090
32 H 0.8927 1.2060 -0.1003  C21 1.090
33 H -0.5404 2.0613 -0.0805  C21 1.090
34 H 1.9133 0.7754 -2.1337  C23 1.090
35 H 1.6603 2.5065 -2.4623  C23 1.090
36 H 1.2012 1.3571 -3.6517  C23 1.090
37 C 0.5694 -5.0630 -2.6339  C38 1.543, H46 1.090, H47 1.090, H48 1.090
38 C 1.6379 -5.7756 -1.7782  C37 1.543, C39 1.582, N42 1.505, H49 1.090
39 C 2.6531 -6.5787 -2.6874  C38 1.582, O40 1.424, H50 1.090, H51 1.090
40 O 3.9697 -6.7673 -2.1790  C39 1.424, C41 1.414
41 C 4.9008 -7.2558 -3.1238  O40 1.414, H52 1.090, H53 1.090, H54 1.090
42 N 2.3768 -4.9331 -0.7744  C38 1.505, H43 1.010, H44 1.010, H45 1.010
43 H 2.7588 -4.2300 -1.3907  N42 1.010
44 H 1.7868 -4.4526 -0.1103  N42 1.010
45 H 3.0267 -5.5737 -0.3415  N42 1.010
46 H -0.0203 -5.8052 -3.1720  C37 1.090
47 H 0.8946 -4.4162 -3.4487  C37 1.090
48 H -0.0932 -4.4140 -2.0613  C37 1.090
49 H 1.3066 -6.5556 -1.0927  C38 1.090
50 H 2.7710 -5.9419 -3.5641  C39 1.090
51 H 2.1374 -7.4037 -3.1789  C39 1.090
52 H 5.9224 -7.3223 -2.7496  C41 1.090
53 H 4.9140 -6.5580 -3.9611  C41 1.090
54 H 4.3382 -8.0933 -3.5361  C41 1.090
55 C -2.7046 2.4864 -2.8290  C56 1.565, H64 1.090, H65 1.090, H66 1.090
56 C -3.3797 1.4589 -3.7978  C55 1.565, C57 1.522, N60 1.510, H67 1.090
57 C -2.5403 0.1984 -3.9473  C56 1.522, O58 1.410, H68 1.090, H69 1.090
58 O -3.3554 -0.7607 -4.5836  C57 1.410, C59 1.440
59 C -2.7796 -1.8752 -5.2916  O58 1.440, H70 1.090, H71 1.090, H72 1.090
60 N -4.7435 1.0510 -3.2950  C56 1.510, H61 1.010, H62 1.010, H63 1.010
61 H -5.2815 0.3637 -3.8033  N60 1.010
62 H -4.8813 0.9134 -2.3039  N60 1.010
63 H -5.3523 1.8223 -3.5282  N60 1.010
64 H -3.2906 3.3991 -2.7213  C55 1.090
65 H -1.6729 2.7845 -3.0158  C55 1.090
66 H -2.7556 2.0961 -1.8126  C55 1.090
67 H -3.4461 1.9257 -4.7805  C56 1.090
68 H -2.0457 -0.1548 -3.0425  C57 1.090
69 H -1.6450 0.3270 -4.5557  C57 1.090
70 H -2.2049 -2.4435 -4.5603  C59 1.090
71 H -2.0640 -1.5579 -6.0501  C59 1.090
72 H -3.4613 -2.5649 -5.7893  C59 1.090
73 C 1.7051 -3.9417 -8.9125  C74 1.462, H82 1.090, H83 1.090, H84 1.090
74 C 2.1673 -3.1595 -7.7673  C73 1.462, C75 1.565, N78 1.464, H85 1.090
75 C 1.3833 -1.8048 -7.7676  C74 1.565, O76 1.395, H86 1.090, H87 1.090
76 O 1.8892 -0.8435 -6.8932  C75 1.395, C77 1.405
77 C 1.0675 0.2944 -6.8249  O76 1.405, H88 1.090, H89 1.090, H90 1.090
78 N 2.0472 -3.8868 -6.5019  C74 1.464, H79 1.010, H80 1.010, H81 1.010
79 H 2.7223 -3.5717 -5.8200  N78 1.010
80 H 1.0806 -4.0061 -6.2343  N78 1.010
81 H 2.3739 -4.8327 -6.6382  N78 1.010
82 H 0.6912 -4.3203 -8.7827  C73 1.090
83 H 2.3318 -4.8132 -9.1018  C73 1.090
84 H 1.7444 -3.3045 -9.7959  C73 1.090
85 H 3.2338 -2.9372 -7.7318  C74 1.090
86 H 0.3806 -2.0100 -7.3928  C75 1.090
87 H 1.1829 -1.3328 -8.7294  C75 1.090
88 H 0.6927 0.6400 -7.7883  C77 1.090
89 H 1.6608 1.0528 -6.3141  C77 1.090
90 H 0.1661 0.0876 -6.2480  C77 1.090
91 C 4.8891 2.6824 -1.0228  C92 1.500, H100 1.090, H101 1.090, H102 1.090
92 C 4.7122 3.2042 0.3723  C91 1.500, C93 1.603, N96 1.536, H103 1.090
93 C 5.1291 4.7206 0.6837  C92 1.603, O94 1.492, H104 1.090, H105 1.090
94 O 4.8846 5.0594 2.1156  C93 1.492, C95 1.418
95 C 5.0023 6.4451 2.3906  O94 1.418, H106 1.090, H107 1.090, H108 1.090
96 N 3.2001 3.1054 0.6236  C92 1.536, H97 1.010, H98 1.010, H99 1.010
97 H 2.6411 3.5128 -0.1124  N96 1.010
98 H 2.9721 2.1215 0.6362  N96 1.010
99 H 2.9335 3.5767 1.4761  N96 1.010
100 H 5.8559 2.8731 -1.4887  C91 1.090
101 H 4.0681 2.9229 -1.6983  C91 1.090
102 H 4.7585 1.6008 -1.0582  C91 1.090
103 H 5.1365 2.4496 1.0346  C92 1.090
104 H 4.6353 5.3696 -0.0395  C93 1.090
105 H 6.1488 5.0020 0.4207  C93 1.090
106 H 5.9046 6.9627 2.0647  C95 1.090
107 H 4.8272 6.5877 3.4569  C95 1.090
108 H 4.1393 6.9575 1.9652  C95 1.090
109 C -0.9987 4.8553 -0.3408  C110 1.547, H118 1.090, H119 1.090, H120 1.090
110 C -1.4906 6.2329 0.1622  C109 1.547, C111 1.530, N114 1.476, H121 1.090
111 C -1.4037 6.3384 1.6863  C110 1.530, O112 1.514, H122 1.090, H123 1.090
112 O -1.5595 7.7779 2.1287  C111 1.514, C113 1.437
113 C -1.1916 8.0669 3.4869  O112 1.437, H124 1.090, H125 1.090, H126 1.090
114 N -0.6437 7.1755 -0.5948  C110 1.476, H115 1.010, H116 1.010, H117 1.010
115 H -1.0417 7.0908 -1.5192  N114 1.010
116 H -0.7975 8.1684 -0.4919  N114 1.010
117 H 0.3326 6.9170 -0.5955  N114 1.010
118 H 0.0036 4.5617 -0.0286  C109 1.090
119 H -0.9366 4.7171 -1.4202  C109 1.090
120 H -1.7149 4.2061 0.1630  C109 1.090
121 H -2.4877 6.5160 -0.1750  C110 1.090
122 H -0.4803 5.8441 1.9880  C111 1.090
123 H -2.1669 5.7506 2.1964  C111 1.090
124 H -1.3836 9.0010 4.0148  C113 1.090
125 H -0.1064 7.9827 3.4294  C113 1.090
126 H -1.4647 7.1960 4.0828  C113 1.090
127 C -4.9118 -0.9731 3.9066  C128 1.533, H136 1.090, H137 1.090, H138 1.090
128 C -3.8832 -2.0956 3.7245  C127 1.533, C129 1.582, N132 1.559, H139 1.090
129 C -3.8609 -3.1520 4.9013  C128 1.582, O130 1.488, H140 1.090, H141 1.090
130 O -4.8006 -4.2606 4.5816  C129 1.488, C131 1.444
131 C -5.1380 -5.1228 5.6894  O130 1.444, H142 1.090, H143 1.090, H144 1.090
132 N -4.0476 -2.8399 2.3647  C128 1.559, H133 1.010, H134 1.010, H135 1.010
133 H -3.2011 -3.2791 2.0320  N132 1.010
134 H -4.6633 -3.6119 2.5768  N132 1.010
135 H -4.5153 -2.3445 1.6191  N132 1.010
136 H -5.8790 -1.4707 3.8361  C127 1.090
137 H -5.0237 -0.1968 3.1498  C127 1.090
138 H -4.8447 -0.4965 4.8846  C127 1.090
139 H -2.9695 -1.5039 3.6692  C128 1.090
140 H -4.0256 -2.8180 5.9257  C129 1.090
141 H -2.8398 -3.5322 4.8708  C129 1.090
142 H -5.7824 -5.9261 5.3323  C131 1.090
143 H -5.4957 -4.6818 6.6198  C131 1.090
144 H -4.2155 -5.6234 5.9836  C131 1.090
145 C 0.0245 4.5747 4.7295  F146 1.358, F147 1.307, F148 1.347, S149 1.989
146 F 0.7827 5.6960 4.6221  C145 1.358
147 F 0.0483 4.1203 5.9545  C145 1.307
148 F -1.2546 4.8703 4.4276  C145 1.347
149 S 0.6770 3.2094 3.4384  C145 1.989, O150 1.456, O151 1.435, O152 1.476
150 O -0.3342 3.2120 2.3906  S149 1.456
151 O 1.9727 3.6472 3.0026  S149 1.435
152 O 0.8878 2.0245 4.2934  S149 1.476
153 C -1.2035 -6.6730 0.2307  F154 1.270, F155 1.280, F156 1.353, S157 1.953
154 F -1.0146 -6.8965 -1.0047  C153 1.270
155 F -2.1343 -7.4319 0.6745  C153 1.280
156 F -0.0765 -7.0969 0.8478  C153 1.353
157 S -1.5700 -4.7815 0.5513  C153 1.953, O158 1.503, O159 1.465, O160 1.456
158 O -0.2964 -4.0110 0.3454  S157 1.503
159 O -2.5528 -4.5352 -0.5073  S157 1.465
160 O -2.1027 -4.6363 1.8985  S157 1.456
161 C 4.6639 -1.3707 2.1344  F162 1.333, F163 1.318, F164 1.322, S165 1.924
162 F 4.8636 -2.3532 1.2561  C161 1.333
163 F 4.9937 -1.7228 3.3606  C161 1.318
164 F 5.3426 -0.3000 1.7594  C161 1.322
165 S 2.7911 -0.9308 2.1588  C161 1.924, O166 1.434, O167 1.523, O168 1.453
166 O 2.6701 0.3307 1.4879  S165 1.434
167 O 2.0242 -2.0316 1.4381  S165 1.523
168 O 2.2850 -0.9106 3.5205  S165 1.453
169 C 4.2395 -0.8017 -3.3623  F170 1.344, F171 1.300, F172 1.348, S173 1.919
170 F 3.5511 0.3182 -3.6431  C169 1.344
171 F 5.0810 -1.0859 -4.3111  C169 1.300
172 F 4.9296 -0.6788 -2.2115  C169 1.348
173 S 2.8406 -2.0995 -3.1627  C169 1.919, O174 1.505, O175 1.489, O176 1.450
174 O 2.1548 -1.6467 -1.9018  S173 1.505
175 O 1.9704 -2.0737 -4.3703  S173 1.489
176 O 3.4690 -3.4019 -3.0509  S173 1.450
177 Br 2.3521 5.3725 -2.3548  no bonds